# C6H10O

One molecule with the formula C6H10O (the ωB97M-V functional and the def2-TZVPD basis, OMol25).

XYZ file:
```
17
Properties=species:S:1:pos:R:3:forces:R:3:mulliken_charge:R:1
C 1.715 -0.600 -0.210 0.0395 -0.0176 -0.0465 -1.636
C 0.599 0.099 0.565 0.0324 -0.0159 0.0616 0.472
C 0.166 1.430 -0.105 0.0326 0.0411 -0.0118 -0.784
C -1.265 1.199 -0.512 -0.0195 -0.0962 0.0101 -0.295
C -1.736 0.031 -0.085 0.0251 0.1017 -0.0411 -0.601
C -0.703 -0.768 0.668 -0.0507 0.1957 0.2068 -0.172
O -0.588 -2.096 0.182 0.0209 -0.0104 -0.2887 -0.584
H 1.437 -0.755 -1.261 0.0145 0.0254 0.1402 0.380
H 2.622 0.015 -0.203 -0.1397 -0.0756 0.0030 0.422
H 1.952 -1.576 0.222 -0.0228 0.1493 -0.0637 0.352
H 0.969 0.297 1.577 -0.0748 -0.0246 -0.1342 0.295
H 0.798 1.685 -0.967 -0.0877 -0.0537 0.1228 0.315
H 0.240 2.277 0.589 -0.0186 -0.1167 -0.0870 0.283
H -1.834 1.931 -1.080 0.0629 -0.1136 0.0871 0.415
H -2.740 -0.351 -0.246 0.1367 0.0786 0.0292 0.426
H -0.991 -0.898 1.719 0.0351 0.0496 -0.1488 0.335
H -0.524 -2.040 -0.781 0.0143 -0.1172 0.1608 0.377
```
Positions in Å, forces in eV/Å.

For the frontier orbital gap, the calculation gives 10.50 eV. Its LUMO energy is 1.0 eV. Its SMILES is C[C@H]1CC=C[C@H]1O.

# C39H34CaClGeN4O10S2

C39H34CaClGeN4O10S2 as an isolated structure (the ωB97M-V functional and the def2-TZVPD basis, OMol25).

XYZ file:
```
92
Properties=species:S:1:pos:R:3:forces:R:3:lowdin_spin:R:1
Ca -0.572 0.121 0.072 -0.3179 -0.4111 -0.4743 0.034
N 3.155 1.301 0.652 -0.1002 0.0555 0.2606 0.000
C 3.724 1.203 -0.680 0.1979 -0.0275 -0.1918 0.001
C 2.706 0.642 -1.665 0.1178 0.1156 -0.0914 0.004
C 2.308 -0.800 -1.368 -0.0708 0.0005 -0.4622 0.008
O 3.071 -1.700 -1.710 0.3938 -0.1183 0.0649 0.006
O 1.150 -0.993 -0.857 -0.0946 -0.0824 0.4321 0.113
H 2.234 1.725 0.611 -0.1035 0.0363 0.0027 0.000
H 3.709 1.900 1.255 0.0049 -0.1340 -0.0422 0.000
H 4.590 0.529 -0.655 -0.0637 0.0746 0.0311 0.000
H 4.074 2.176 -1.066 -0.0071 -0.0627 -0.0356 0.000
H 3.159 0.625 -2.661 -0.0666 0.0879 0.0727 0.000
H 1.827 1.291 -1.683 0.0085 -0.0621 -0.0132 0.000
O 0.214 4.600 0.970 -0.0353 0.1606 -0.0439 0.000
C -0.327 5.129 -0.136 0.0499 0.0225 0.1688 0.000
C -0.474 6.522 -0.176 -0.0095 -0.0793 -0.0508 0.000
C -1.036 7.137 -1.275 0.0096 0.0647 0.0336 0.000
C -1.464 6.381 -2.362 -0.0153 -0.0011 -0.0099 0.000
C -1.314 5.008 -2.326 0.0005 -0.0318 -0.0249 0.000
C -0.749 4.357 -1.231 0.0170 0.0700 -0.0154 0.000
C -0.577 2.874 -1.225 0.0183 0.2386 -0.1707 0.000
O 0.006 2.349 -0.209 0.0786 -0.0659 -0.1468 0.000
N -1.020 2.251 -2.286 -0.0808 -0.1226 -0.0176 0.000
N -0.782 0.877 -2.207 0.1939 0.6433 -0.1256 0.000
C -0.969 0.258 -3.288 -0.1304 -0.4547 -0.2685 0.000
S -0.557 -1.457 -3.414 0.0040 0.0807 -0.0208 0.001
C -1.072 -1.609 -5.144 0.0721 0.0182 -0.0525 0.000
C -2.188 -0.614 -5.388 -0.0520 -0.0287 0.0941 0.000
S -1.634 0.991 -4.753 -0.0274 0.0472 -0.0136 0.000
H 0.219 3.614 0.853 0.0121 0.0120 -0.0180 0.000
H -0.137 7.089 0.680 0.0115 0.0250 0.0536 0.000
H -1.145 8.216 -1.286 0.0027 -0.0025 -0.0001 0.000
H -1.911 6.858 -3.225 -0.0077 0.0186 -0.0268 0.000
H -1.631 4.389 -3.154 -0.0226 -0.0165 -0.0332 0.000
H -1.401 -2.637 -5.302 -0.0201 -0.0093 0.0138 0.000
H -0.221 -1.397 -5.797 -0.0486 -0.0524 0.0303 0.000
H -3.081 -0.903 -4.831 0.0132 0.0023 -0.0440 0.000
H -2.421 -0.510 -6.448 0.0262 0.0291 -0.0120 0.000
O -0.888 0.873 4.119 -0.1119 -0.0227 0.1423 0.001
Cl -0.467 1.145 2.789 0.0499 -0.3971 -0.2275 0.002
O 0.492 2.211 2.762 -0.0233 0.0576 0.0670 0.001
O 0.160 -0.067 2.200 0.1712 0.6726 0.9445 0.024
O -1.603 1.463 1.925 0.4001 0.0422 0.4459 0.000
C -1.480 -4.436 4.803 -0.0633 -0.0172 0.0220 0.021
C -0.149 -4.064 4.905 0.0441 -0.0032 0.0863 0.001
C 0.560 -3.686 3.774 0.1427 -0.0362 -0.0021 0.027
C -0.038 -3.673 2.516 -0.1313 0.0807 -0.0213 0.095
C -1.385 -4.033 2.440 -0.0117 -0.0222 -0.0942 0.025
C -2.098 -4.421 3.561 -0.0317 -0.0206 0.0552 -0.001
Ge 0.883 -3.005 0.897 0.0006 -0.3336 0.0919 0.412
C 0.702 -4.431 -0.450 -0.0835 0.0253 -0.0996 0.064
C 0.076 -5.645 -0.164 0.0508 0.0158 0.0658 0.021
C -0.097 -6.616 -1.141 -0.0449 -0.0868 0.0124 0.000
C 0.354 -6.390 -2.432 -0.0137 -0.0525 -0.0303 0.015
C 0.988 -5.193 -2.730 0.0050 -0.0223 -0.0959 -0.001
C 1.158 -4.224 -1.754 0.0129 0.0540 0.0451 0.015
C 2.772 -2.842 1.371 0.0973 0.1117 -0.0991 0.053
C 3.742 -3.650 0.780 -0.0437 -0.0429 0.0677 0.016
C 5.080 -3.521 1.117 0.0580 -0.0670 -0.0487 0.001
C 5.475 -2.570 2.046 0.0580 0.0403 0.0449 0.010
C 4.525 -1.741 2.623 0.0466 0.0367 0.0484 -0.001
C 3.187 -1.871 2.280 -0.0401 0.0756 -0.0047 0.012
H -2.037 -4.718 5.688 -0.0155 -0.0110 0.0223 0.002
H 0.341 -4.056 5.872 -0.0043 -0.0065 0.0001 0.000
H 1.601 -3.405 3.878 0.0175 0.0429 -0.0175 0.002
H -1.897 -3.998 1.485 -0.0082 0.0247 -0.0521 0.002
H -3.144 -4.688 3.467 -0.0245 -0.0042 0.0018 -0.001
H -0.276 -5.848 0.839 -0.0371 0.0150 0.0625 0.001
H -0.587 -7.551 -0.889 0.0048 0.0159 -0.0119 0.000
H 0.212 -7.142 -3.201 0.0027 -0.0177 -0.0107 0.001
H 1.349 -5.005 -3.735 0.0123 -0.0005 -0.0193 0.000
H 1.666 -3.298 -1.995 0.0274 0.0633 -0.0103 0.000
H 3.452 -4.381 0.038 -0.0374 -0.0439 -0.0660 0.001
H 5.819 -4.155 0.639 -0.0127 0.0132 0.0143 0.000
H 6.522 -2.461 2.304 0.0004 -0.0034 -0.0011 0.001
H 4.825 -0.974 3.328 -0.0071 -0.0063 -0.0258 0.000
H 2.463 -1.183 2.697 -0.0585 0.0332 0.0410 0.001
O -2.539 -1.227 1.981 0.0024 0.0143 -0.0992 0.005
C -3.183 -1.268 0.951 0.1421 -0.1668 -0.0988 0.002
N -2.724 -0.931 -0.307 -0.4017 -0.1581 0.1331 0.003
C -3.717 -1.186 -1.214 0.0416 0.1607 -0.1188 0.000
O -3.703 -0.997 -2.421 -0.0010 -0.0311 0.0472 0.000
C -4.920 -1.745 -0.483 -0.0429 -0.0119 -0.0499 0.000
C -6.149 -2.177 -0.937 0.0435 0.0202 0.0433 0.000
C -7.056 -2.634 0.016 0.0046 -0.0115 0.0915 0.000
C -6.729 -2.649 1.372 -0.0349 -0.0016 -0.0501 0.000
C -5.483 -2.213 1.815 0.0016 0.0005 -0.0852 0.000
C -4.599 -1.765 0.856 -0.0314 -0.0267 -0.0236 0.000
H -6.388 -2.159 -1.992 -0.0070 0.0071 -0.0406 0.000
H -8.031 -2.985 -0.297 -0.0533 -0.0147 -0.0045 0.000
H -7.458 -3.007 2.089 -0.0326 -0.0187 0.0128 0.000
H -5.207 -2.220 2.860 0.0125 -0.0048 0.0474 0.000
```
Positions in Å, forces in eV/Å.

The multiplicity is 2. For the frontier orbital gap (spin up / spin down), the calculation gives 5.84 / 6.89 eV. Its LUMO energy (spin up / spin down) is 4.0 / 4.0 eV. The total charge is -2.

# C32H64O20

A 8-piece molecular cluster, C32H64O20 overall (the ωB97M-V functional and the def2-TZVPD basis, OMol25).

XYZ file:
```
116
Properties=species:S:1:pos:R:3:forces:R:3:mulliken_charge:R:1
C -0.821 -3.547 -3.005 -0.9334 0.0877 1.0277 -1.506
C 0.195 -2.532 -3.423 0.4716 -0.0458 -0.7030 1.106
O -0.169 -2.038 -4.738 -0.4604 -0.5828 0.1162 -0.368
C 0.630 -1.145 -5.283 0.2189 0.2590 -0.4282 0.832
O 1.669 -0.725 -4.839 0.0003 -0.0267 0.2211 -0.522
O 0.091 -0.769 -6.449 0.1207 0.2347 0.0719 -0.396
C 0.770 0.331 -7.093 0.0500 -0.8088 -0.0430 -0.626
H -1.811 -3.085 -3.065 -0.0806 -0.2337 -0.2507 0.378
H -0.720 -3.774 -1.937 0.2987 0.1686 -0.0369 0.322
H -0.824 -4.525 -3.477 0.2105 0.2458 -0.5553 0.447
H 1.195 -2.961 -3.484 0.1107 0.2714 0.1634 0.203
H 0.178 -1.653 -2.783 0.1883 -0.1653 0.2510 -0.560
H 1.813 0.076 -7.271 0.0403 0.0352 0.1217 0.275
H 0.710 1.215 -6.466 -0.0799 0.1728 -0.1497 0.279
H 0.268 0.412 -8.051 -0.0955 0.3712 0.0790 0.249
C -3.110 8.423 -1.256 -0.0094 -0.6338 0.2490 -1.010
C -3.995 7.299 -1.790 0.1155 1.0129 -0.3620 -0.212
O -3.989 6.164 -0.929 -0.2943 0.0093 0.2868 -0.376
C -2.950 5.349 -1.056 0.0614 0.0692 -0.2189 0.659
O -2.114 5.407 -1.916 0.1901 -0.1510 -0.0930 -0.564
O -3.003 4.460 -0.065 -0.3629 -0.1012 0.2459 -0.324
C -2.182 3.322 -0.189 1.0392 -0.9537 -0.0907 -0.436
H -2.176 7.996 -0.887 0.1272 0.1185 -0.2239 0.296
H -3.578 8.921 -0.408 -0.0686 0.1356 -0.0991 0.305
H -2.900 9.124 -2.060 0.0323 0.1529 0.1032 0.320
H -3.691 7.037 -2.801 0.0753 -0.3040 0.0984 0.323
H -5.020 7.662 -1.839 -0.1183 -0.3365 0.1193 0.298
H -2.028 2.872 0.789 -0.3269 0.2390 0.1391 -0.064
H -1.186 3.537 -0.581 -0.2441 0.3879 -0.0659 0.445
H -2.610 2.545 -0.828 -0.2904 0.2782 -0.0867 0.289
C 3.567 -1.985 4.190 0.6345 -0.9192 0.0103 -0.888
C 3.906 -0.535 3.941 -0.6598 -0.3542 -0.7524 0.109
O 5.177 -0.173 4.477 0.3138 -0.0287 0.0436 -0.361
C 5.242 -0.073 5.803 -0.1782 0.1555 -0.0138 0.737
O 4.309 -0.056 6.558 -0.1775 -0.0967 0.1811 -0.551
O 6.519 0.029 6.154 0.5375 0.0882 -0.5394 -0.356
C 6.782 0.124 7.541 -0.7271 0.0259 0.6609 -0.632
H 2.709 -2.318 3.606 -0.3433 0.3776 0.2802 0.036
H 3.464 -2.234 5.246 -0.3657 0.1968 -0.0282 0.380
H 4.371 -2.642 3.828 0.1642 0.3345 0.0063 0.326
H 3.114 0.135 4.272 0.1312 0.0406 0.2889 0.316
H 3.997 -0.413 2.861 0.2097 0.2592 0.0812 0.088
H 6.469 -0.800 8.031 0.2262 -0.0021 0.0418 0.288
H 6.199 0.928 7.995 0.0648 0.0323 -0.1137 0.295
H 7.837 0.318 7.679 0.1229 -0.1170 -0.1951 0.223
C -5.762 1.146 1.821 0.3328 -0.0505 0.0256 -1.322
C -4.642 0.141 2.037 -0.3349 0.2591 0.0359 0.751
O -4.334 0.092 3.448 0.1005 -0.7607 0.1097 -0.405
C -3.324 0.762 3.980 0.2065 0.5302 -0.2421 0.653
O -2.958 0.642 5.110 -0.1233 -0.0643 0.2396 -0.608
O -2.775 1.614 3.090 -0.6110 0.5223 -0.2239 0.067
C -2.016 2.712 3.578 1.0043 0.1632 0.0139 -0.921
H -5.907 1.324 0.755 -0.1282 -0.0484 0.0129 0.343
H -5.508 2.094 2.295 0.0302 0.0321 -0.0753 0.314
H -6.681 0.776 2.273 -0.0668 0.0389 -0.0822 0.375
H -3.755 0.364 1.450 0.0265 0.0583 0.0898 -0.222
H -4.968 -0.865 1.787 0.0737 -0.0391 0.0297 0.184
H -2.231 3.041 4.593 -0.3026 -0.5190 0.0874 0.432
H -2.171 3.573 2.929 -0.2078 -0.2192 -0.2043 0.267
H -0.963 2.428 3.517 0.0158 0.1796 0.1832 0.270
C -5.714 -5.179 -1.945 -0.0838 -0.5782 -0.6359 -1.247
C -5.451 -4.224 -0.824 -1.1388 0.2230 0.3396 -0.072
O -4.573 -4.851 0.119 0.2066 0.1459 0.1833 -0.346
C -3.783 -4.043 0.834 -0.0494 -0.1664 -0.6712 0.870
O -3.514 -2.903 0.548 -0.0824 0.2545 0.2507 -0.521
O -3.314 -4.733 1.858 0.1999 -0.6779 0.3874 -0.400
C -2.512 -3.993 2.773 0.1021 0.9617 0.2937 -0.129
H -6.081 -6.137 -1.570 0.2235 0.0141 0.1653 0.307
H -4.834 -5.366 -2.562 0.0457 0.0268 0.1089 0.280
H -6.509 -4.840 -2.612 0.0956 0.3669 0.0987 0.395
H -6.398 -4.053 -0.292 0.1403 -0.0239 0.0204 0.262
H -5.120 -3.236 -1.128 0.5177 -0.1549 -0.1162 0.288
H -1.886 -3.306 2.210 -0.0608 0.1617 0.1907 -0.266
H -1.870 -4.599 3.405 -0.2248 -0.6844 -0.4302 0.300
H -3.176 -3.452 3.450 0.0735 0.2200 -0.1368 0.313
C 0.552 1.584 -2.822 0.6573 0.3420 -0.4675 -0.705
C 1.212 2.650 -1.969 -1.2326 0.5191 -0.0332 -0.093
O 2.542 2.288 -1.632 0.3769 0.0844 0.2538 -0.372
C 3.443 2.532 -2.590 -0.2693 -0.2280 -0.1175 0.756
O 3.217 3.083 -3.633 0.1275 0.0644 -0.1716 -0.583
O 4.609 2.022 -2.212 0.1708 -0.3166 0.1579 -0.289
C 5.551 1.822 -3.277 -0.2410 0.2696 -0.0575 -0.729
H 1.038 1.658 -3.798 -0.1824 -0.2588 -0.0677 0.311
H -0.509 1.782 -2.962 -0.0773 -0.0692 0.1591 0.574
H 0.745 0.579 -2.452 -0.1926 -0.0010 0.1962 -0.184
H 0.659 2.847 -1.048 0.4376 -0.4014 0.2166 -0.038
H 1.181 3.604 -2.500 0.2792 -0.0620 -0.0765 0.496
H 6.405 1.323 -2.832 0.0486 0.0491 0.0500 0.228
H 5.826 2.780 -3.713 0.1140 -0.0380 -0.0070 0.311
H 5.104 1.195 -4.048 0.0207 -0.0048 0.0029 0.312
C -0.393 -0.217 0.566 -0.7437 0.2881 -0.1689 0.009
C -0.173 -1.652 0.125 -0.3492 -1.2470 0.5342 1.831
C 0.552 -2.283 1.348 0.7404 0.1108 -1.3651 -0.304
O 0.479 -1.354 2.401 -0.0213 -0.2433 0.5525 -0.440
C -0.488 -0.377 2.075 0.0679 0.3505 0.1520 0.588
H -1.354 0.162 0.204 0.1733 0.1115 -0.2300 0.239
H 0.397 0.468 0.258 0.1280 -0.0539 0.1005 -0.140
H 0.394 -1.869 -0.775 0.2047 0.5470 -0.0468 -1.265
H -1.125 -2.171 -0.020 -0.1178 0.2781 0.0769 -0.049
H 1.599 -2.392 1.041 0.0605 -0.1038 0.4466 -0.416
H 0.189 -3.282 1.602 -0.2031 0.1315 0.2099 0.284
H -0.263 0.519 2.651 0.1446 0.0406 -0.0940 -0.252
H -1.499 -0.681 2.378 0.0300 -0.2542 -0.1209 -0.409
C 4.071 -2.429 -0.119 0.5486 0.1000 -0.6738 -0.891
C 3.756 -1.046 -0.753 0.8665 -0.9994 1.1208 0.454
C 4.101 -1.382 -2.182 -1.4213 0.9898 -1.1933 -0.075
O 3.485 -2.659 -2.383 0.7401 -0.3820 -0.2482 -0.366
C 3.557 -3.415 -1.183 -0.2772 0.2910 0.9506 -0.378
H 3.754 -2.597 0.907 -0.2698 -0.0021 -0.0547 0.164
H 5.165 -2.506 -0.136 -0.0565 -0.0339 0.2584 0.465
H 4.418 -0.341 -0.251 -0.2630 0.4649 -0.3459 0.544
H 2.705 -0.801 -0.606 0.0049 0.2555 -0.2183 -0.472
H 5.152 -1.286 -2.484 0.2129 -0.6943 0.6123 0.204
H 3.603 -0.746 -2.926 -0.1507 0.0797 0.2838 -0.148
H 4.225 -4.280 -1.237 -0.0612 0.0158 -0.3779 0.314
H 2.547 -3.769 -0.945 0.0549 -0.0603 -0.0859 0.228
```
Positions in Å, forces in eV/Å.

For the frontier orbital gap, the calculation gives 10.18 eV. Its LUMO energy is 0.5 eV. Its SMILES is CCOC(=O)OC.CCOC(=O)OC.CCOC(=O)OC.CCOC(=O)OC.CCOC(=O)OC.CCOC(=O)OC.C1CCOC1.C1CCOC1.

Results for relative energy (zero: lowest compared OMol25 entry of this formula, charge and spin): 0.1839 0.0000 0.2235 (in eV, following the order of the records).